This record from OMol25 describes a cluster of 9 separate species, C19H45N4O24P in total in a non-equilibrium geometry. The level of theory is the ωB97M-V functional and the def2-TZVPD basis.

```
93
Properties=species:S:1:pos:R:3:lowdin_charge:R:1
C -6.14 3.99 -2.48 -0.091
O -5.31 3.31 -3.44 -0.234
P -4.31 4.21 -4.31 0.309
O -3.58 5.22 -3.55 -0.230
O -3.46 3.19 -5.17 -0.221
C -2.18 2.48 -4.69 -0.012
O -5.34 4.78 -5.36 -0.220
C -4.91 5.84 -6.19 -0.094
H -6.85 4.70 -2.91 0.081
H -5.48 4.55 -1.79 0.092
H -6.68 3.14 -2.03 0.092
H -1.32 2.76 -5.30 0.070
H -2.30 1.36 -4.67 0.099
H -2.01 2.82 -3.68 0.065
H -5.81 6.35 -6.59 0.099
H -4.28 5.40 -6.93 0.077
H -4.30 6.54 -5.58 0.092
C 1.39 1.28 -2.42 0.045
N 1.78 1.80 -3.78 -0.421
O 0.94 1.77 -4.71 0.017
O 2.84 2.33 -3.85 0.080
H 2.25 1.36 -1.71 0.101
H 1.11 0.28 -2.63 0.045
H 0.57 1.94 -2.18 0.099
C -3.65 -5.22 0.77 0.056
N -2.98 -3.99 1.30 -0.421
O -3.77 -3.19 1.78 0.059
O -1.80 -3.81 1.17 0.063
H -3.75 -5.09 -0.32 0.102
H -4.67 -5.21 1.24 0.112
H -3.11 -6.12 1.04 0.097
C 0.83 -3.36 1.83 0.076
N 2.21 -3.93 1.73 -0.395
O 3.16 -3.28 2.18 0.020
O 2.37 -4.93 1.07 0.086
H 0.78 -2.75 2.75 0.090
H 0.07 -4.12 1.83 0.072
H 0.83 -2.73 0.93 0.097
C 6.25 -4.09 1.68 0.033
N 5.95 -2.64 1.64 -0.450
O 6.06 -2.06 2.72 0.051
O 5.70 -2.09 0.61 0.065
H 7.34 -4.26 1.65 0.111
H 5.88 -4.49 0.75 0.091
H 5.81 -4.56 2.55 0.097
C 0.16 3.87 2.64 -0.015
O 1.45 4.41 2.28 0.014
C 1.97 3.92 1.19 -0.683
O 1.38 3.34 0.33 0.127
O 3.25 4.23 1.19 0.016
C 4.04 3.91 -0.02 0.010
H -0.13 4.06 3.74 0.120
H 0.15 2.83 2.41 0.055
H -0.65 4.41 2.03 0.119
H 4.07 2.84 -0.16 0.078
H 5.04 4.27 0.22 0.095
H 3.68 4.37 -0.92 0.091
C -3.27 -1.67 4.55 -0.036
O -1.92 -1.80 4.19 -0.016
C -1.02 -1.19 4.92 -0.642
O -1.21 -0.26 5.65 0.147
O 0.12 -1.87 4.71 -0.018
C 1.29 -1.13 5.05 -0.052
H -3.31 -1.58 5.60 0.085
H -3.80 -2.55 4.18 0.087
H -3.61 -0.77 4.06 0.097
H 1.23 -0.03 4.82 0.117
H 2.09 -1.52 4.36 0.088
H 1.72 -1.35 6.04 0.100
C 3.21 -0.20 1.64 -0.016
O 1.91 -0.08 2.25 -0.025
C 0.85 -0.19 1.38 -0.577
O 0.80 -0.35 0.17 0.110
O -0.20 0.04 2.14 0.006
C -1.46 0.18 1.43 0.005
H 3.96 0.50 2.07 0.117
H 3.16 0.05 0.58 0.084
H 3.49 -1.18 1.76 0.015
H -1.56 1.02 0.79 0.097
H -2.17 0.20 2.22 0.076
H -1.75 -0.72 0.92 0.086
C 3.21 -2.55 -1.72 0.001
O 1.86 -2.99 -1.48 0.015
C 0.96 -2.48 -2.22 -0.667
O 1.14 -1.71 -3.12 0.115
O -0.22 -2.98 -1.79 -0.015
C -1.46 -2.47 -2.32 -0.020
H 3.69 -3.03 -2.65 0.133
H 3.81 -2.84 -0.91 0.041
H 3.24 -1.43 -1.82 0.111
H -2.27 -2.91 -1.77 0.069
H -1.54 -2.78 -3.35 0.088
H -1.53 -1.34 -2.21 0.118
```

Properties
* SMILES: COP(=O)(OC)OC.C[N+](=O)[O-].C[N+](=O)[O-].C[N+](=O)[O-].C[N+](=O)[O-].COC(=O)OC.COC(=O)OC.COC(=O)OC.COC(=O)OC
* HOMO level: -10.48 eV

=====

This record from OMol25 describes a structure of composition C19H45O19P3S in a non-equilibrium geometry. The level of theory is the ωB97M-V functional and the def2-TZVPD basis.

```
87
Properties=species:S:1:pos:R:3:lowdin_charge:R:1
C 7.64 2.26 -1.25 -0.108
O 7.27 1.44 -0.15 -0.191
C 6.85 0.15 -0.55 -0.218
C 5.41 0.12 -1.09 -0.143
C 4.51 -0.75 -0.20 -0.112
C 3.21 -1.23 -0.89 -0.449
C 2.18 -0.13 -0.66 -0.068
C 0.73 -0.55 -0.86 -0.143
O -0.11 0.61 -0.87 -0.014
C -0.46 1.08 -2.10 -0.539
C -1.92 1.39 -2.18 0.018
O 0.31 1.26 -3.00 0.125
C 2.82 -2.64 -0.50 -0.075
O 3.91 -3.39 -1.13 -0.189
S 4.14 -2.73 -2.58 0.608
O 5.55 -2.54 -2.69 -0.225
O 3.58 -3.46 -3.66 -0.216
O 3.31 -1.39 -2.34 -0.127
H 7.09 3.20 -1.16 0.085
H 8.70 2.49 -1.19 0.085
H 7.38 1.82 -2.21 0.088
H 6.96 -0.55 0.27 0.119
H 7.53 -0.20 -1.34 0.121
H 5.44 -0.23 -2.12 0.093
H 4.99 1.13 -1.12 0.125
H 5.10 -1.60 0.14 0.117
H 4.26 -0.19 0.69 0.124
H 2.26 0.30 0.34 0.131
H 2.39 0.67 -1.37 0.136
H 0.39 -1.09 0.03 0.125
H 0.57 -1.17 -1.75 0.138
H -2.48 0.50 -1.91 0.078
H -2.18 1.77 -3.16 0.081
H -2.16 2.16 -1.45 0.088
H 1.94 -2.93 -1.07 0.138
H 2.85 -2.90 0.55 0.134
C -2.16 -1.89 2.55 -0.106
O -3.02 -2.54 1.61 -0.291
P -4.09 -1.55 0.82 0.661
O -3.17 -0.40 0.56 -0.238
O -4.99 -1.41 2.20 -0.286
C -5.53 -2.58 2.81 -0.103
O -5.39 -1.03 -0.06 -0.281
C -5.77 0.34 0.13 -0.111
H -1.80 -2.67 3.23 0.085
H -1.31 -1.46 2.04 0.072
H -2.69 -1.13 3.13 0.092
H -4.99 -2.79 3.74 0.086
H -5.46 -3.46 2.17 0.082
H -6.58 -2.40 3.04 0.087
H -5.14 0.99 -0.48 0.080
H -5.70 0.63 1.18 0.087
H -6.80 0.42 -0.20 0.091
C 1.17 -5.32 2.27 -0.104
O 0.89 -4.87 3.60 -0.286
P 1.60 -3.44 4.03 0.646
O 1.28 -2.68 2.79 -0.269
O 3.09 -4.11 4.08 -0.276
C 3.34 -5.23 4.95 -0.092
O 2.10 -2.16 4.94 -0.275
C 3.01 -1.25 4.30 -0.106
H 0.98 -6.39 2.26 0.096
H 0.50 -4.83 1.56 0.087
H 2.21 -5.13 1.99 0.084
H 3.46 -6.13 4.35 0.089
H 2.54 -5.38 5.67 0.084
H 4.27 -5.04 5.49 0.090
H 2.46 -0.55 3.69 0.084
H 3.74 -1.78 3.70 0.083
H 3.52 -0.71 5.10 0.094
C -6.68 4.49 -1.36 -0.093
O -6.39 4.52 -2.76 -0.260
P -4.84 4.83 -3.13 0.531
O -4.03 4.04 -2.20 -0.231
O -4.96 6.41 -2.69 -0.277
C -6.06 7.20 -3.17 -0.105
O -3.90 5.17 -4.40 -0.245
C -2.58 5.63 -4.07 -0.088
H -7.76 4.66 -1.26 0.095
H -6.43 3.52 -0.94 0.079
H -6.15 5.28 -0.83 0.092
H -6.75 7.39 -2.35 0.085
H -6.60 6.70 -3.97 0.084
H -5.66 8.14 -3.54 0.088
H -1.93 4.78 -3.86 0.087
H -2.59 6.31 -3.22 0.087
H -2.21 6.16 -4.95 0.093
```

Properties
* HOMO level: -9.42 eV

=====

This record from OMol25 describes a structure of composition C19H46Cl2P2Sc in a non-equilibrium geometry. The level of theory is the ωB97M-V functional and the def2-TZVPD basis.

```
70
Properties=species:S:1:pos:R:3:lowdin_charge:R:1
Sc 0.05 -0.11 0.10 -0.090
Cl -0.07 0.64 -2.24 0.053
P -2.50 -0.47 -0.22 0.967
C -2.88 -1.34 -1.81 -0.537
C -3.37 -1.40 1.11 -0.538
C -3.19 1.24 -0.43 -0.534
C -1.85 -2.42 -2.24 -0.166
H -2.81 -0.52 -2.55 0.092
C -4.29 -1.93 -1.82 -0.142
H -4.31 -2.88 -1.28 0.070
H -4.59 -2.12 -2.86 0.077
H -5.04 -1.27 -1.38 0.043
H -0.97 -1.96 -2.71 0.025
H -2.31 -3.10 -2.98 0.068
H -1.51 -3.03 -1.40 0.039
H -2.65 1.56 -1.35 0.081
C -2.88 2.25 0.70 -0.148
C -4.69 1.23 -0.70 -0.136
H -4.94 0.87 -1.70 0.065
H -5.07 2.26 -0.60 0.072
H -5.21 0.62 0.05 0.067
H -2.06 1.96 1.36 0.006
H -3.74 2.41 1.35 0.066
H -2.56 3.20 0.25 0.086
C -2.69 -2.78 1.32 -0.136
H -4.41 -1.58 0.74 0.090
C -3.46 -0.62 2.44 -0.118
H -2.83 -3.45 0.47 0.058
H -3.11 -3.25 2.21 0.071
H -1.62 -2.66 1.49 -0.016
H -2.49 -0.22 2.73 0.034
H -3.77 -1.31 3.23 0.072
H -4.20 0.19 2.39 0.062
Cl 0.11 -1.12 2.29 0.079
H 0.20 -1.77 -0.59 -0.073
P 2.53 0.39 -0.11 0.957
C 2.84 1.96 -1.04 -0.532
C 3.49 0.40 1.45 -0.528
C 3.11 -0.96 -1.26 -0.536
C 1.84 3.10 -0.80 -0.161
H 2.73 1.64 -2.10 0.096
C 4.25 2.47 -0.75 -0.143
H 4.29 2.96 0.22 0.070
H 4.49 3.21 -1.52 0.077
H 5.01 1.69 -0.79 0.045
H 0.89 2.92 -1.31 0.022
H 2.25 4.06 -1.17 0.073
H 1.68 3.23 0.27 0.026
H 2.52 -0.72 -2.17 0.077
C 2.75 -2.41 -0.85 -0.160
C 4.61 -0.82 -1.56 -0.141
H 4.82 0.05 -2.19 0.063
H 4.96 -1.71 -2.10 0.068
H 5.19 -0.74 -0.63 0.066
H 2.01 -2.49 -0.04 0.010
H 3.65 -2.96 -0.52 0.060
H 2.32 -2.93 -1.72 0.074
C 2.89 1.45 2.42 -0.124
H 4.51 0.73 1.15 0.088
C 3.59 -0.97 2.13 -0.127
H 3.18 2.47 2.16 0.064
H 3.21 1.24 3.44 0.071
H 1.79 1.42 2.41 0.013
H 2.60 -1.39 2.31 -0.006
H 4.08 -0.84 3.10 0.071
H 4.18 -1.68 1.54 0.060
C 0.07 1.97 1.15 -0.295
H -0.32 1.32 1.98 -0.064
H -0.51 1.82 0.15 -0.053
H 0.18 3.04 1.39 0.013
```

Properties
* charge: -1
* HOMO level: -3.18 eV

=====

This record from OMol25 describes a cluster of 3 separate species, C19H46N3O8P2 in total in a non-equilibrium geometry. The level of theory is the ωB97M-V functional and the def2-TZVPD basis.

```
78
Properties=species:S:1:pos:R:3:lowdin_charge:R:1
C -1.61 1.07 -1.05 -0.130
C -2.06 0.51 -2.55 -0.257
C -1.17 -0.82 -2.92 -0.176
C -0.99 -1.01 -4.57 -0.136
N -0.20 0.16 -5.10 0.074
C -0.68 1.20 -5.86 -0.165
N 0.17 2.24 -6.63 0.026
C -0.29 3.52 -5.91 -0.142
C -1.91 3.23 -5.96 -0.161
N -2.08 1.71 -6.14 0.057
H -0.99 2.05 -1.18 0.082
H -0.96 0.21 -0.55 0.084
H -2.58 1.31 -0.41 0.097
H -3.23 0.31 -2.53 0.123
H -1.88 1.40 -3.32 0.079
H -1.63 -1.83 -2.51 0.137
H -0.12 -0.69 -2.39 0.110
H -2.02 -1.18 -5.12 0.151
H -0.29 -1.97 -4.68 0.151
H 0.83 0.21 -4.83 0.192
H 1.15 2.03 -6.35 0.122
H -0.05 3.22 -4.79 0.129
H 0.13 4.54 -6.31 0.152
H -2.25 3.87 -6.91 0.141
H -2.40 3.62 -4.94 0.145
H -2.83 1.49 -5.45 0.119
O -2.31 1.96 3.40 -0.245
P -1.98 2.93 4.56 0.733
O -2.07 4.29 3.63 -0.237
C -3.36 4.82 3.38 -0.309
C -4.00 5.37 4.64 -0.085
O -0.33 2.69 4.46 -0.227
C 0.16 1.49 3.87 -0.296
C 0.34 1.64 2.36 -0.082
O -1.62 4.01 5.86 -0.207
C -2.00 3.50 7.13 -0.314
C -1.33 2.18 7.46 -0.084
H -4.00 4.05 2.93 0.107
H -3.25 5.62 2.65 0.119
H -4.22 4.57 5.35 0.058
H -4.95 5.88 4.41 0.081
H -3.34 6.08 5.14 0.089
H -0.50 0.64 4.12 0.104
H 1.13 1.26 4.33 0.116
H -0.50 2.14 1.88 0.058
H 0.47 0.66 1.89 0.069
H 1.23 2.24 2.15 0.076
H -3.09 3.39 7.15 0.105
H -1.73 4.25 7.88 0.126
H -1.63 1.39 6.76 0.066
H -1.61 1.85 8.47 0.085
H -0.25 2.27 7.41 0.089
O 2.39 -3.30 -2.06 -0.262
P 2.75 -4.26 -0.90 0.734
O 1.28 -4.12 -0.15 -0.237
C 0.22 -4.91 -0.65 -0.313
C 0.45 -6.39 -0.40 -0.081
O 3.57 -3.09 -0.02 -0.224
C 4.10 -1.96 -0.71 -0.295
C 3.08 -0.83 -0.79 -0.078
O 3.15 -5.33 0.40 -0.202
C 4.12 -6.30 0.04 -0.311
C 5.43 -5.67 -0.43 -0.082
H 0.08 -4.71 -1.72 0.102
H -0.70 -4.59 -0.14 0.120
H 1.30 -6.75 -0.98 0.059
H -0.43 -6.98 -0.69 0.083
H 0.67 -6.58 0.65 0.091
H 4.46 -2.25 -1.71 0.102
H 4.98 -1.62 -0.16 0.119
H 2.08 -1.17 -1.06 0.047
H 3.40 -0.08 -1.52 0.074
H 2.98 -0.34 0.18 0.075
H 3.71 -6.94 -0.75 0.105
H 4.31 -6.92 0.91 0.127
H 5.28 -5.08 -1.35 0.066
H 6.17 -6.44 -0.65 0.087
H 5.83 -4.99 0.33 0.090
```

Properties
* charge: +1
* HOMO level: -11.37 eV

=====

This record from OMol25 describes a cluster of 6 separate species, C19H47NO7S5 in total in a non-equilibrium geometry. The level of theory is the ωB97M-V functional and the def2-TZVPD basis.

```
79
Properties=species:S:1:pos:R:3:lowdin_charge:R:1
C 6.69 0.01 1.53 -0.123
O 5.73 1.01 1.72 -0.185
C 5.13 1.47 0.52 -0.251
C 4.29 2.68 0.82 -0.177
C 3.06 2.38 1.67 -0.189
C 1.88 1.81 0.86 -0.142
C 1.18 0.67 1.57 -0.243
C 0.07 -0.07 0.83 -0.138
C -0.50 -0.89 1.99 -0.187
N -0.43 0.04 3.12 0.073
C 0.47 1.05 2.87 -0.431
O 0.59 2.08 3.52 0.052
H 6.78 -0.29 0.48 0.080
H 7.68 0.34 1.86 0.082
H 6.43 -0.88 2.11 0.082
H 5.92 1.74 -0.20 0.119
H 4.55 0.66 0.07 0.122
H 4.91 3.41 1.34 0.114
H 3.99 3.13 -0.13 0.119
H 2.73 3.31 2.13 0.070
H 3.31 1.71 2.49 0.114
H 2.21 1.48 -0.13 0.114
H 1.14 2.59 0.69 0.125
H 1.95 -0.09 1.81 0.156
H -0.70 0.60 0.47 0.109
H 0.41 -0.75 0.05 0.110
H -1.47 -1.37 1.84 0.100
H 0.21 -1.70 2.21 0.111
H -1.22 0.22 3.72 0.137
C -3.56 0.96 -2.32 -0.259
S -1.97 0.68 -3.12 0.805
O -0.94 0.76 -2.05 -0.565
C -1.94 2.25 -4.00 -0.267
H -3.76 0.10 -1.68 0.049
H -3.51 1.86 -1.72 0.059
H -4.33 1.04 -3.09 0.030
H -1.99 3.06 -3.28 0.059
H -2.77 2.27 -4.69 0.019
H -0.99 2.29 -4.54 0.050
C -1.09 -4.62 0.47 -0.287
S -1.91 -3.39 -0.54 0.779
O -3.36 -3.71 -0.53 -0.557
C -1.26 -3.96 -2.12 -0.261
H -1.39 -4.46 1.50 0.050
H -1.38 -5.62 0.14 0.052
H -0.01 -4.51 0.39 0.050
H -1.55 -5.00 -2.26 0.057
H -0.18 -3.86 -2.12 0.056
H -1.69 -3.34 -2.90 0.046
C -0.79 -8.70 2.51 -0.270
S 0.48 -7.51 2.93 0.809
O 0.77 -6.74 1.69 -0.556
C 1.81 -8.70 3.12 -0.272
H -1.71 -8.15 2.30 0.049
H -0.49 -9.26 1.62 0.059
H -0.95 -9.37 3.35 0.053
H 1.93 -9.26 2.19 0.058
H 1.57 -9.37 3.95 0.053
H 2.72 -8.15 3.35 0.050
C -7.12 1.23 -5.78 -0.268
S -5.58 0.97 -6.66 0.828
O -4.49 1.03 -5.64 -0.567
C -5.58 2.55 -7.51 -0.268
H -7.29 0.36 -5.14 0.052
H -7.05 2.13 -5.17 0.059
H -7.94 1.31 -6.50 0.054
H -5.61 3.36 -6.78 0.059
H -6.44 2.60 -8.18 0.054
H -4.66 2.61 -8.09 0.051
C 2.80 7.79 3.72 -0.277
S 2.59 6.02 3.50 0.806
O 2.93 5.73 2.08 -0.549
C 0.80 6.01 3.60 -0.261
H 3.86 8.01 3.63 0.047
H 2.25 8.32 2.94 0.055
H 2.44 8.07 4.71 0.050
H 0.38 6.65 2.83 0.058
H 0.49 6.35 4.59 0.053
H 0.47 4.98 3.45 0.040
```

Properties
* ΔE to the lowest compared entry with this formula, charge and spin: 0.0 kJ/mol
* HOMO level: -8.46 eV

=====

This record from OMol25 describes a cluster of 3 separate species, C19H47NOP in total. The level of theory is the ωB97M-V functional and the def2-TZVPD basis.

```
69
Properties=species:S:1:pos:R:3:lowdin_charge:R:1
C 0.02 1.96 -1.91 -0.056
C -0.18 0.45 -2.11 -0.401
C -1.56 0.15 -2.68 -0.082
C 0.17 -0.36 -0.85 -0.151
C -0.53 -0.02 0.46 -0.346
C -2.06 -0.22 0.43 -0.041
C -0.02 -0.89 1.59 -0.158
O 1.45 -0.71 1.75 -0.291
P 2.22 -1.45 2.86 0.844
N 3.80 -1.22 2.54 -0.079
H -0.17 2.29 -0.89 0.070
H 1.03 2.27 -2.17 0.070
H -0.65 2.52 -2.56 0.081
H 0.55 0.13 -2.85 0.132
H -2.36 0.62 -2.09 0.069
H -1.76 -0.92 -2.73 0.081
H -1.64 0.55 -3.69 0.085
H 1.25 -0.24 -0.69 0.105
H 0.01 -1.43 -1.05 0.129
H -0.30 1.01 0.75 0.135
H -2.42 -0.74 1.32 0.079
H -2.37 -0.81 -0.43 0.065
H -2.58 0.73 0.40 0.091
H -0.20 -1.95 1.37 0.135
H -0.49 -0.63 2.53 0.130
H 1.96 -0.92 4.12 0.060
H 1.83 -2.79 2.90 0.054
H 4.07 -1.50 1.60 0.088
H 4.44 -1.64 3.21 0.090
C -7.11 -4.56 -0.22 -0.107
C -6.09 -3.75 -1.01 -0.268
C -5.17 -2.89 -0.13 -0.237
C -5.90 -1.83 0.70 -0.228
C -6.74 -0.84 -0.10 -0.261
C -5.92 -0.04 -1.10 -0.108
H -7.79 -3.91 0.34 0.066
H -7.72 -5.17 -0.88 0.072
H -6.62 -5.22 0.49 0.075
H -6.60 -3.12 -1.74 0.100
H -5.46 -4.43 -1.59 0.105
H -4.42 -2.41 -0.76 0.086
H -4.62 -3.55 0.55 0.107
H -5.15 -1.27 1.27 0.096
H -6.53 -2.32 1.45 0.103
H -7.23 -0.16 0.59 0.107
H -7.54 -1.37 -0.63 0.102
H -5.13 0.51 -0.58 0.061
H -6.53 0.69 -1.63 0.073
H -5.45 -0.68 -1.85 0.065
C 8.18 3.38 -0.47 -0.107
C 6.88 3.92 0.12 -0.267
C 6.37 3.10 1.31 -0.227
C 6.03 1.64 0.98 -0.236
C 5.01 1.46 -0.14 -0.267
C 3.65 2.07 0.17 -0.102
H 8.06 2.37 -0.87 0.064
H 8.53 4.01 -1.29 0.073
H 8.97 3.34 0.29 0.077
H 6.12 3.97 -0.66 0.098
H 7.04 4.94 0.46 0.108
H 5.48 3.59 1.72 0.102
H 7.12 3.11 2.10 0.112
H 5.66 1.16 1.89 0.091
H 6.95 1.11 0.71 0.102
H 4.88 0.38 -0.33 0.093
H 5.39 1.87 -1.07 0.103
H 3.24 1.64 1.09 0.059
H 2.94 1.88 -0.63 0.052
H 3.71 3.15 0.31 0.074
```

Properties
* charge: +1
* HOMO level: -12.71 eV

=====

Number 1: frontier orbital gap 10.08 eV. Number 2: frontier orbital gap 7.16 eV. Number 3: frontier orbital gap 6.05 eV. Number 4: frontier orbital gap 7.60 eV. Number 5: frontier orbital gap 8.95 eV. Number 6: frontier orbital gap 9.44 eV.